Entry 1:
This record from the Open Molecules 2025 dataset describes a structure of composition C28H42BI2N3O19 in a non-equilibrium geometry. The level of theory is wB97M-V/def2-TZVPD.

```
95
Properties=species:S:1:pos:R:3
I -2.999 -2.008 1.681
I -2.996 -1.781 -2.000
O 1.825 -3.491 -5.020
O -3.673 4.265 1.254
O 1.965 -4.618 -6.960
O -5.233 2.180 4.775
O -4.948 0.717 0.863
O -5.051 2.590 6.982
O -3.423 3.220 5.557
O 1.072 -4.131 3.962
O 1.005 -1.911 3.819
O 1.398 1.386 -4.260
O 2.768 -2.520 -6.793
O 1.093 -4.909 -2.814
O 2.092 3.919 1.181
O 2.415 -3.638 -1.516
O 0.750 3.091 -2.944
O -0.683 1.454 -3.406
O 2.999 -5.751 -2.035
O 0.892 -3.158 1.943
O -2.031 4.764 -0.219
N -0.738 2.477 1.258
N -1.504 0.514 0.835
N -4.411 1.628 -1.359
C -0.525 3.535 -2.436
C -1.298 2.238 -2.369
C -1.463 -0.931 0.655
C 1.983 1.480 -0.437
C -2.027 2.674 0.786
C 0.983 -3.077 3.127
C 2.169 -3.633 -6.324
C -2.525 1.444 0.536
C 0.881 -2.218 5.215
C 1.985 4.537 2.455
C -2.648 4.049 0.582
C 1.857 0.365 0.618
C -1.286 -1.168 -0.871
C 0.889 0.719 1.767
C 1.278 -6.152 -3.499
C 2.624 -1.486 -5.805
C -3.137 2.905 4.189
C -0.444 1.190 1.298
C 2.190 -4.670 -2.069
C -4.616 2.656 5.877
C 0.565 1.932 -3.602
C 2.434 -2.284 -4.534
C 3.233 2.353 -0.239
C 2.291 -6.852 -2.618
C 1.388 -3.644 5.271
C 3.234 3.088 1.089
C -4.508 2.643 3.618
C -0.115 -2.118 -1.214
B -4.004 1.225 -0.014
H -0.169 -2.135 5.501
H 2.972 -7.493 -3.171
H 0.954 4.863 2.605
H -1.043 -0.192 -1.277
H 0.587 -2.248 -0.396
H 3.378 -2.538 -4.050
H 4.151 3.685 1.155
H -2.362 2.362 -2.546
H -4.974 3.550 3.239
H 2.623 5.423 2.499
H -2.630 3.730 3.697
H 0.745 -0.177 2.377
H 3.508 -0.854 -5.785
H 0.336 -6.688 -3.580
H -2.497 2.015 4.165
H 1.758 -0.874 -6.052
H 1.994 1.025 -1.429
H 1.469 -1.528 5.813
H 1.789 -1.792 -3.816
H -0.959 4.244 -3.139
H 1.658 -5.945 -4.500
H -0.151 3.267 1.492
H -0.507 -3.076 -1.548
H 3.243 2.368 1.919
H -0.412 4.018 -1.468
H 2.238 3.827 3.249
H -4.511 1.891 2.842
H 1.825 -7.429 -1.818
H 2.468 -3.699 5.415
H 1.282 1.482 2.436
H -5.369 1.964 -1.273
H 0.402 -1.691 -2.070
H 1.550 -0.585 0.186
H -5.401 -0.038 0.471
H 0.896 -4.245 6.030
H -1.154 1.721 -1.420
H 2.835 0.197 1.078
H 1.131 2.162 -0.405
H 4.110 1.704 -0.297
H -0.543 -1.283 1.114
H -4.458 0.852 -2.012
H 3.267 3.067 -1.064
```

As for the charge: 0. The molar mass is 989.3 Da. The value obtained for the largest force on an atom is 1.481 eV Å⁻¹. For the electronic energy, the calculation gives -89970.4182 eV.



Entry 2:
This record from the Open Molecules 2025 dataset describes a cluster of 2 separate species, C28H42BrFNO5PS in total. The level of theory is wB97M-V/def2-TZVPD.

```
80
Properties=species:S:1:pos:R:3
Br 0.850 -3.785 -1.866
S -0.797 1.569 1.264
P -4.205 7.435 2.394
F -1.545 -2.553 2.606
O -4.283 6.298 1.481
O 1.461 -7.297 -1.738
O -5.234 8.585 2.124
O -2.825 8.227 2.373
O -4.468 7.072 3.922
N 1.010 1.486 -1.062
C -0.411 -2.286 0.132
C -0.794 -1.159 0.847
C 0.235 -7.406 -2.419
C -0.052 2.444 -1.190
C -2.082 4.329 -1.379
C 5.127 -5.346 -0.543
C 0.905 -0.946 -1.430
C -5.133 9.861 2.779
C -0.976 2.593 -0.161
C -0.322 0.083 0.419
C 4.606 -5.871 -1.895
C 3.860 -7.214 -1.826
C -1.607 7.500 2.565
C 0.523 0.186 -0.688
C 1.806 -0.822 -2.622
C 0.408 -2.163 -0.979
C -1.733 -1.293 2.018
C 2.562 -7.266 -2.626
C 4.530 -3.997 -0.146
C -4.086 -0.784 2.804
C -4.127 5.773 4.423
C 3.727 -1.781 -1.183
C -3.194 -1.157 1.627
C -1.171 4.173 -2.417
C -0.162 3.224 -2.329
C 4.818 -2.873 -1.144
C 3.127 -1.604 -2.568
C -1.998 3.530 -0.250
H -6.146 10.203 2.967
H -3.493 -2.102 1.174
H 0.176 -8.341 -2.984
H 3.927 -5.128 -2.317
H -3.261 -0.389 0.854
H -5.136 -0.904 2.551
H -0.815 8.068 2.084
H 2.015 0.232 -2.770
H 3.847 -1.056 -3.180
H -1.668 6.512 2.108
H 3.005 -2.577 -3.043
H -4.622 10.559 2.119
H -2.864 5.070 -1.457
H -4.783 5.574 5.266
H -4.278 5.016 3.655
H -3.862 -1.399 3.674
H -3.914 0.258 3.075
H 4.933 -3.715 0.829
H 0.084 -6.565 -3.104
H -4.594 9.784 3.721
H -1.391 7.411 3.630
H 4.915 -3.296 -2.143
H 3.451 -4.121 -0.019
H -0.556 -7.391 -1.674
H 2.477 -6.382 -3.270
H -0.753 -3.257 0.454
H 0.549 3.096 -3.132
H 1.637 1.810 -0.329
H 4.869 -6.065 0.236
H 2.949 -2.049 -0.468
H 2.526 -8.149 -3.274
H -1.257 4.792 -3.298
H -2.711 3.650 0.553
H 5.438 -5.948 -2.594
H 3.622 -7.458 -0.792
H 6.217 -5.282 -0.537
H -3.091 5.758 4.763
H 1.241 -1.153 -3.497
H 4.512 -8.013 -2.181
H 5.780 -2.421 -0.900
H 4.158 -0.835 -0.854
H -1.484 -0.559 2.786
```

As for the charge: 0. The molar mass is 634.6 Da. The value obtained for the largest force on an atom is 0.396 eV Å⁻¹. For the electronic energy, the calculation gives -134331.5954 eV. Its SMILES is CC[C@@H](F)c1cc(Br)c(CCCCCCCCCOC)c2c1Sc1ccccc1N2.COP(=O)(OC)OC.



Entry 3:
This record from the Open Molecules 2025 dataset describes a structure of composition C28H42BrN3NiO2S2Si in a non-equilibrium geometry. The level of theory is wB97M-V/def2-TZVPD.

```
80
Properties=species:S:1:pos:R:3
Br 1.371 0.011 1.141
Ni -0.531 -2.255 -0.253
S -2.396 -1.975 1.203
S -3.134 -3.751 3.507
Si 0.961 2.308 1.015
O -0.932 -3.906 -1.398
O -1.190 -1.158 -1.688
N -0.761 -3.732 2.457
N 1.523 -2.831 -0.725
N 0.066 -3.401 1.442
C -3.683 -0.701 -4.222
C 1.577 4.466 2.659
C 0.304 2.209 -1.748
C 1.466 2.728 -0.833
C -2.720 -0.438 -3.299
C 3.479 -3.869 0.159
C -4.009 -2.042 -4.614
C 2.140 3.041 2.400
C -4.147 -2.276 3.719
C -1.916 -3.122 2.370
C -3.306 -3.037 -4.058
C 1.724 4.193 -1.161
C -1.181 2.341 2.884
C -2.354 -2.805 -3.014
C 2.168 -3.474 0.282
C 4.101 -3.686 -1.024
C 2.832 2.051 -1.229
C 1.285 -3.806 1.458
C 2.138 2.140 3.651
C 2.143 -2.546 -1.861
C -1.658 -3.967 -2.409
C -1.803 1.509 0.642
C -0.865 2.485 1.364
C 3.572 3.222 1.933
C -1.897 -5.328 -3.000
C 3.430 -3.041 -2.072
C -1.332 3.888 0.906
C -2.011 -1.481 -2.623
H -4.245 0.114 -4.688
H -2.948 -5.572 -2.927
H -4.719 -2.045 2.820
H 2.958 2.295 -2.324
H -1.637 0.506 1.003
H -0.586 2.770 -1.534
H -4.619 -2.255 -5.437
H 0.555 4.459 3.116
H 1.535 5.004 1.754
H -2.524 0.580 -3.033
H -2.830 1.717 0.895
H -2.318 4.046 1.306
H 1.631 -1.952 -2.666
H 1.630 -4.520 2.265
H -1.572 -5.448 -4.023
H 5.116 -4.072 -1.206
H -2.282 2.364 2.928
H 2.226 4.903 3.332
H -1.720 1.566 -0.464
H -4.838 -2.585 4.527
H -3.388 -4.056 -4.460
H 2.256 4.161 -2.134
H -3.527 -1.456 4.059
H 3.745 2.383 -0.726
H 2.753 1.318 3.415
H 0.004 1.189 -1.561
H -0.744 3.102 3.488
H 3.933 -2.953 -3.033
H 4.171 3.587 2.708
H 2.354 4.709 -0.424
H 3.888 -4.393 0.973
H 0.809 4.702 -1.361
H -0.855 1.378 3.278
H 3.674 3.960 1.111
H 2.529 2.646 4.522
H 0.550 2.462 -2.762
H -1.351 3.919 -0.177
H 3.987 2.272 1.597
H -0.705 4.696 1.381
H 2.871 0.959 -1.041
H 1.198 1.697 3.937
H -1.416 -6.122 -2.398
```

As for the spin multiplicity: 3. The energy relative to the best compared isomer or geometry (same formula, charge and spin) is 0.000 eV. As for the charge: 0. The molar mass is 683.5 Da. The value obtained for the largest force on an atom is 2.942 eV Å⁻¹. For the electronic energy, the calculation gives -178918.6364 eV.



Entry 4:
This record from the Open Molecules 2025 dataset describes a structure of composition C28H42CdN4O3PSSbSe4. The level of theory is wB97M-V/def2-TZVPD.

```
85
Properties=species:S:1:pos:R:3
Sb 3.330 1.809 2.677
Cd 1.080 2.126 -0.063
Se 1.524 1.851 4.184
Se 3.373 3.077 0.599
Se 4.852 -0.166 2.718
Se 5.652 1.950 3.646
S -1.122 3.409 -1.445
P 1.451 -1.414 0.355
O -1.597 2.434 -2.393
O 1.588 0.067 0.618
O 0.252 3.865 -1.634
N -3.315 2.324 0.117
N -1.050 2.854 0.060
N -1.788 1.556 1.787
N -4.683 8.121 -1.645
C -4.301 1.722 0.773
C -3.309 4.778 -2.307
C -0.633 -4.161 2.121
C -2.183 4.802 -1.503
C 0.502 -1.192 -2.270
C -2.732 7.012 -0.762
C 5.370 -1.396 -1.034
C -0.973 -3.761 3.560
C -0.495 -1.714 -3.313
C -3.871 7.008 -1.576
C -0.028 -1.580 2.723
C 5.582 -2.910 -0.927
C -2.793 0.972 2.414
C -2.132 -0.891 -1.600
C 3.090 -2.037 -0.194
C -1.196 -1.191 -0.424
C -2.097 2.217 0.656
C -1.896 5.917 -0.727
C 3.880 -1.019 -1.029
C 4.441 -3.654 -1.609
C -4.146 5.877 -2.350
C -4.102 1.019 1.946
C 0.803 -3.800 1.749
C -1.902 -1.890 -2.725
C 3.115 -3.417 -0.869
C -0.318 -2.427 3.954
C 1.069 -2.282 1.908
C 0.164 -1.754 -0.886
H 1.006 -4.141 0.731
H 0.453 -0.097 -2.222
H -0.941 -1.460 2.135
H 2.968 -4.198 -0.120
H 0.085 -2.845 -0.967
H -1.015 5.924 -0.097
H 1.519 -1.441 -2.576
H -0.657 -4.549 4.246
H 5.819 -1.027 -1.959
H 0.306 -0.578 2.989
H 6.544 -3.188 -1.360
H 2.284 -3.503 -1.577
H -2.653 -1.775 -3.508
H -4.915 0.539 2.471
H -1.669 -1.911 0.249
H -0.788 -5.233 1.980
H -2.543 0.442 3.328
H 1.496 -4.354 2.387
H -3.165 -0.922 -1.247
H 0.624 -2.605 4.480
H -5.290 1.813 0.336
H -2.023 -2.906 -2.335
H -0.134 -2.665 -3.713
H 4.359 -3.313 -2.644
H -0.522 -1.016 -4.151
H -3.525 3.892 -2.886
H 3.751 -0.011 -0.631
H 3.623 -2.108 0.766
H -4.624 8.774 -0.882
H -5.617 7.982 -1.990
H 5.629 -3.216 0.124
H 4.643 -4.726 -1.655
H 5.877 -0.886 -0.213
H -1.037 -0.284 0.168
H 3.499 -1.014 -2.052
H -5.022 5.863 -2.985
H -2.059 -3.688 3.660
H -0.950 -1.881 4.656
H 1.995 -2.143 2.484
H -1.314 -3.667 1.424
H -2.506 7.885 -0.162
H -1.971 0.126 -1.963
```

The energy relative to the best compared isomer or geometry (same formula, charge and spin) is 0.272 eV. As for the charge: 0. The molar mass is 1095.7 Da. The value obtained for the largest force on an atom is 0.979 eV Å⁻¹. For the electronic energy, the calculation gives -334436.2903 eV.



Entry 5:
This record from the Open Molecules 2025 dataset describes a structure of composition C28H42ClO18 in a non-equilibrium geometry. The level of theory is wB97M-V/def2-TZVPD.

```
89
Properties=species:S:1:pos:R:3
Cl -0.002 -0.621 -0.211
O -0.813 4.313 -1.311
O -2.130 -1.780 4.758
O -1.407 3.041 0.420
O -4.200 -4.459 1.675
O 0.696 -1.718 -4.559
O -1.941 0.057 3.428
O -1.103 -0.334 -1.097
O -0.365 4.915 3.840
O 0.376 -3.979 -4.821
O -2.030 -4.261 1.039
O 3.108 -2.743 1.971
O 0.056 2.815 3.110
O 5.166 -2.625 2.858
O 3.574 1.740 -1.259
O 4.440 2.812 -2.998
O 1.098 -1.134 -0.976
O 0.388 0.571 0.455
O -0.398 -1.552 0.846
C -1.519 -1.122 3.943
C -0.205 -1.537 3.354
C -2.274 -3.183 -0.974
C 2.345 1.368 -0.677
C -3.340 -4.229 0.826
C 0.544 2.109 1.965
C -3.603 -3.910 -0.617
C -0.053 -2.837 -4.545
C 3.456 2.427 -2.332
C -2.246 2.254 -1.626
C 2.228 -2.015 1.149
C -2.212 1.957 0.776
C -1.421 3.319 -0.910
C 2.646 -0.538 1.288
C 1.408 1.335 -1.887
C 1.189 3.205 1.161
C -1.226 -3.866 -0.032
C 2.002 2.531 -2.682
C 0.638 4.547 1.612
C -1.484 -2.463 -4.170
C 4.204 -2.094 2.287
C -3.115 1.702 -0.439
C -0.963 0.620 2.626
C 4.031 -0.586 1.986
C -0.008 -0.708 -3.870
C -1.241 -1.341 -3.226
C 0.330 -0.191 2.893
C 0.076 4.165 2.939
H -0.711 -4.711 -0.488
H 1.384 5.336 1.717
H 1.140 1.220 2.172
H -0.293 0.004 -4.645
H -1.989 -3.358 -3.806
H -2.413 -2.123 -0.760
H -0.083 4.952 0.901
H 3.936 -0.056 2.935
H 1.195 -2.192 1.447
H 1.545 0.424 -2.470
H -0.428 -3.233 0.358
H 0.574 -0.083 -3.193
H 4.895 -0.190 1.451
H -0.317 1.722 1.418
H 0.365 1.562 -1.669
H 1.009 0.271 3.610
H -4.079 2.200 -0.340
H -3.697 -4.782 -1.263
H -2.072 -2.221 -5.055
H -1.617 1.055 0.913
H -2.848 2.709 -2.413
H -2.784 2.169 1.680
H -1.062 -1.747 -2.231
H 2.026 2.092 0.072
H -3.223 0.657 -0.732
H -1.364 0.503 1.620
H 2.679 -0.128 0.278
H 0.502 -2.038 4.015
H 1.666 3.530 -2.403
H 1.944 0.061 1.868
H -2.031 -3.145 -2.036
H 0.879 -0.220 1.952
H -1.561 1.500 -2.013
H -4.506 -3.313 -0.746
H -0.424 -2.224 2.536
H 2.403 -2.384 0.138
H 2.439 0.392 -0.201
H 1.849 2.485 -3.760
H -0.853 1.674 2.881
H 2.270 3.270 1.279
H -2.106 -0.694 -3.088
H 1.060 3.077 0.086
```

The energy relative to the best compared isomer or geometry (same formula, charge and spin) is 16.702 eV. As for the charge: -1. The molar mass is 702.1 Da. The value obtained for the largest force on an atom is 8.591 eV Å⁻¹. For the electronic energy, the calculation gives -79075.7660 eV.